## A
Density functional theory data (wB97M-V/def2-TZVPD) for 11 unconnected molecules or ions with the total composition C33H88O11.

Last column: Löwdin charge in e.
Atoms and positions in Å:
O  10.4160  11.4235  8.3871  -0.044
H  16.7497  13.7748  11.5473  0.070
H  13.5414  15.6624  14.4038  0.064
O  9.7584  15.8993  13.7833  -0.124
H  12.4533  20.3461  13.9617  0.071
C  12.8080  8.2462  17.3907  -0.062
C  12.9540  19.6889  13.2633  -0.047
H  6.5316  15.5413  14.6488  0.074
H  9.3619  10.5416  14.6542  0.073
H  11.4690  8.4511  11.3932  0.077
H  6.6774  10.9631  11.2865  0.068
H  9.3261  8.7829  14.5723  0.081
C  16.2529  10.6550  13.0978  -0.053
C  14.8684  14.9572  8.5622  -0.488
H  12.2592  11.9757  7.5221  0.133
H  8.3293  16.7500  8.4171  0.089
C  12.5759  10.3880  8.7047  -0.064
H  11.4006  17.1996  9.0340  0.105
C  12.6348  13.9200  13.6658  -0.426
H  12.8848  15.8203  19.8283  0.071
H  8.4033  9.7921  13.4034  0.058
H  13.9370  14.5280  18.9742  0.096
C  10.7648  8.5298  12.2497  -0.070
H  8.9517  18.3772  8.8679  0.081
H  5.5649  13.3203  11.4042  0.087
H  9.7784  8.2123  11.8582  0.085
H  14.0241  10.2783  15.1817  0.098
H  12.2976  12.0474  13.0661  0.047
H  7.6939  17.6635  15.7900  0.107
H  12.4948  9.5920  7.9304  0.089
H  17.2890  10.5021  13.5022  0.105
O  11.9255  17.5531  14.1387  -0.103
H  9.9864  17.5423  10.9330  0.129
H  13.3770  14.2013  21.7652  0.139
H  11.9509  9.9330  14.4141  0.078
H  14.6262  14.2975  14.7279  0.082
H  14.4539  9.9337  18.8800  0.104
H  13.0942  11.9007  21.6655  0.073
H  13.7408  17.5227  12.2641  0.101
C  7.0540  11.3320  10.3255  -0.045
O  8.3260  13.3248  9.5283  -0.085
H  16.9312  11.2148  11.2348  0.132
C  14.7000  15.7924  9.8750  -0.067
H  11.5689  15.7802  10.0680  0.044
H  11.4229  13.5822  9.3333  0.073
C  13.2135  12.4521  20.7320  -0.082
C  16.8555  13.0741  12.4075  -0.044
H  10.2275  11.0450  7.5315  0.094
C  9.6498  16.8127  10.1794  -0.487
H  17.9531  13.0196  12.7465  0.094
O  13.4659  9.5956  15.6566  -0.113
C  12.0955  18.4396  13.0030  -0.485
H  7.6512  17.5275  9.8214  0.064
H  14.2206  12.2797  20.2788  0.085
H  11.3354  13.8801  22.1399  0.133
H  16.1524  15.3599  6.8392  0.084
H  15.4865  10.9542  13.8166  0.060
H  15.8581  9.7816  12.5988  0.082
H  14.3072  16.8202  9.6176  0.086
O  15.2504  13.6244  8.8329  -0.049
C  15.9279  15.7544  7.8550  -0.085
H  9.0904  12.7370  9.3781  0.062
H  14.9663  13.3311  9.6889  0.020
O  11.4164  14.0037  21.1386  -0.068
H  12.7215  7.2506  16.9297  0.083
H  13.9726  15.2582  10.4793  0.057
H  16.8925  15.7688  8.3589  0.081
H  11.0587  18.7630  12.8403  0.128
H  11.0463  7.7494  12.9966  0.095
H  14.5022  14.9124  13.1013  0.032
H  16.2688  13.4423  13.3242  0.076
H  12.5124  13.2683  15.7172  0.067
O  12.9637  12.7332  12.9835  -0.089
C  12.7794  13.9099  20.8565  -0.532
H  12.2658  16.6972  11.9264  0.062
H  11.0461  12.8890  14.7955  0.072
H  12.7271  7.9608  18.3962  0.052
C  12.9928  14.7598  19.5802  -0.051
H  7.8665  14.5445  15.2375  0.095
H  10.2621  10.5960  12.1552  0.134
C  11.8450  13.6100  14.9457  -0.029
H  14.8618  10.9931  17.4330  0.081
C  14.1231  10.3101  17.8772  -0.071
H  15.6807  15.9369  10.3454  0.085
O  15.0442  11.8741  11.4483  -0.102
H  11.8462  12.2579  10.4622  0.068
C  6.2130  13.6722  10.5845  -0.051
H  13.6943  10.6080  8.7845  0.115
C  16.3275  11.6767  12.0076  -0.518
H  9.1773  16.6705  16.0952  0.090
O  11.6683  10.3044  13.5562  -0.090
H  12.2850  9.8706  9.6206  0.064
H  15.5526  16.7961  7.7272  0.090
H  11.1145  16.9618  13.9326  0.061
H  6.3010  11.3260  9.5051  0.080
H  13.8783  19.4586  13.7677  0.076
H  12.6891  18.0153  10.8658  0.063
H  13.8994  14.9268  8.0333  0.134
H  8.0127  17.0120  13.3039  0.152
H  9.6648  15.6722  12.7894  0.105
H  11.4628  14.6173  15.1997  0.077
H  13.1843  20.1813  12.3444  0.071
H  13.1201  12.9485  9.6546  0.053
C  8.4101  16.3550  14.1311  -0.482
H  8.8220  15.0489  10.3159  0.077
C  8.6360  17.2231  15.3200  -0.070
C  7.5137  15.1812  14.4120  -0.046
C  10.4993  9.8348  12.9144  -0.471
C  7.4981  12.8344  10.5807  -0.468
C  8.5546  17.4340  9.2611  -0.026
H  5.7205  13.5835  9.5864  0.101
H  10.6056  15.6417  8.6577  0.077
H  8.1098  12.9333  11.4390  0.111
H  12.2099  14.5869  18.8205  0.074
H  14.8385  8.5071  16.8160  0.132
C  12.7163  17.6932  11.8813  -0.087
C  12.0754  12.7013  9.5090  -0.015
C  9.3251  9.6915  13.9586  -0.032
O  9.0314  15.8023  10.9271  -0.090
H  9.2444  18.0811  14.9726  0.081
H  7.9065  10.6707  9.9374  0.086
H  14.3552  12.0487  12.1751  0.078
H  11.8323  8.6993  17.1943  0.083
H  12.4914  11.9713  20.0886  0.062
H  6.5245  14.6634  10.8897  0.057
C  10.8612  16.3137  9.4638  -0.071
H  13.2224  10.9286  17.8279  0.082
H  7.3958  14.5687  13.5169  0.063
H  11.9873  14.4410  12.9797  0.111
C  13.9513  14.7471  13.9753  -0.017
C  13.9750  9.1429  16.9491  -0.437
C  11.8295  11.6267  8.4456  -0.488

Summary:
Gap between HOMO and LUMO in eV: 10.11
SMILES: CC(C)O.CC(C)O.CC(C)O.CC(C)O.CC(C)O.CC(C)O.CC(C)O.CC(C)O.CC(C)O.CC(C)O.CC(C)O
E_HOMO in eV: -9.5

---

## B
Density functional theory data (wB97M-V/def2-TZVPD) for 11 unconnected molecules or ions with the total composition C33H88O11.

Last column: Löwdin charge in e.
Atoms and positions in Å:
C  2.7141  2.8474  1.4175  -0.045
H  5.0247  -1.2937  0.7066  0.070
C  3.2501  1.7330  0.6146  -0.522
H  -0.7425  6.9731  -1.5222  0.073
O  -0.7633  3.9570  -0.3012  -0.085
O  -1.0657  3.7901  2.6918  -0.055
H  -0.6725  0.1248  2.2267  0.087
C  3.6123  0.7025  6.2828  -0.066
H  1.5367  6.1480  -1.2468  0.061
H  -4.1198  -3.8559  1.4952  0.101
H  -2.3364  5.3647  2.3762  0.150
C  -2.0126  5.0547  4.5084  -0.061
C  -3.4239  2.2598  -2.0580  -0.046
H  2.6449  0.6579  3.7208  0.060
H  3.6887  0.3450  -3.4293  0.132
H  5.1168  -1.3454  -1.0734  0.075
H  -0.1810  -4.7094  -3.3927  0.074
C  0.5337  -6.3571  -0.3700  -0.059
O  2.9822  0.0737  -2.7808  -0.098
H  0.7864  1.3841  -0.5538  0.059
O  2.6850  -2.7540  0.7904  -0.059
H  -5.8847  2.4163  0.3503  0.082
H  5.4468  -2.7984  -0.0033  0.090
H  -0.1469  -4.6256  -5.0726  0.056
H  0.4841  1.7754  -4.3475  0.074
H  1.6416  2.9882  1.3535  0.062
H  3.7493  1.1554  7.2879  0.087
H  -0.3756  3.1265  -0.5925  0.031
C  -4.4617  -4.5992  -1.0433  -0.061
H  3.9867  -0.3007  6.3693  0.068
H  3.5945  -2.3286  -2.4379  0.064
H  5.3205  1.8607  1.1783  0.085
C  0.1611  -6.2868  2.0702  -0.056
C  1.6231  -0.6251  -4.6713  -0.064
C  -1.4380  -0.4815  -0.2312  -0.053
H  -2.9750  3.8290  -0.4399  0.061
C  1.9291  0.2592  4.4479  -0.045
H  1.8687  -5.4274  1.0132  0.163
C  3.2729  -2.1518  -0.3902  -0.448
H  -2.8658  -3.5409  -5.4796  0.101
H  -1.6413  4.2844  5.1884  0.082
H  -0.8550  3.9637  1.7801  0.040
H  -3.6515  3.2418  2.0054  0.032
O  0.1263  -4.2600  0.8183  -0.067
H  -0.8890  -2.2181  -5.1822  0.127
H  1.8380  -1.6412  -4.4807  0.050
H  2.0584  -2.9977  -1.9252  0.074
H  -2.0067  -0.4074  -1.1960  0.090
O  -2.0262  -4.0079  -1.2161  -0.097
H  2.7907  -1.1866  -0.5659  0.113
C  -3.2942  -3.7681  -0.5549  -0.475
H  -5.4126  3.2236  -1.6991  0.141
H  -1.5106  6.3598  0.0123  0.076
H  0.7437  -7.4130  -0.3806  0.082
H  4.9984  0.9995  -0.3289  0.069
C  -0.0873  0.6979  1.5117  -0.033
H  1.1150  -5.9664  -1.1735  0.060
C  -3.1336  -3.9304  0.9523  -0.056
H  -1.7763  1.5470  0.4016  0.131
H  2.4131  -2.0143  1.3521  0.085
H  -3.7812  1.3778  -2.5570  0.075
C  1.7240  0.2457  -3.4939  -0.449
H  -2.1701  -0.8634  0.5190  0.090
H  0.9287  0.6005  4.1799  0.075
C  3.1205  -2.9502  -1.6764  -0.052
C  1.4630  1.7527  -3.9030  -0.010
H  -1.2406  5.8648  4.5219  0.091
H  1.5138  2.4081  -3.0122  0.071
H  1.5699  0.1612  6.4631  0.123
H  2.3306  -0.3064  -5.4517  0.098
H  -3.5975  -2.7345  -0.8557  0.137
O  -3.9479  4.0248  -0.5136  -0.088
C  -3.3757  3.5565  3.0026  -0.049
O  1.7108  2.0859  5.9735  -0.025
H  -4.5170  -4.4109  -2.1070  0.065
O  -0.1565  1.4658  -0.8379  -0.092
C  -0.2229  5.0122  -1.0484  -0.480
H  0.1558  -5.7510  2.9895  0.068
H  -5.4879  1.0514  -0.6008  0.061
H  -0.6650  -1.2082  -0.3708  0.066
H  0.6051  -0.6677  -5.0296  0.078
C  2.1880  0.7758  5.8487  -0.542
H  -4.2380  1.6747  0.5749  0.074
H  -3.2143  2.6132  3.5622  0.092
H  1.2789  5.6834  0.4470  0.092
H  3.6704  -3.9036  -1.7295  0.095
C  -0.9111  0.8519  0.2250  -0.449
H  -2.9022  5.4442  4.9501  0.063
H  4.9073  2.8085  -0.2814  0.097
O  -0.9433  -2.0660  -3.1202  -0.075
H  -2.5073  1.9749  -1.5822  0.038
H  2.9395  1.2468  -1.3584  0.072
C  -4.5011  2.8561  -1.1756  -0.464
H  1.9236  4.4694  -0.7264  0.066
H  0.6536  -7.2253  2.2675  0.073
H  0.0902  1.6501  1.9306  0.037
H  2.1645  1.9258  -4.7294  0.079
C  -1.0679  -2.8661  -4.3065  -0.455
C  -2.4376  -3.4695  -4.4343  -0.072
H  -4.2642  4.0233  3.4057  0.070
H  -2.4769  -3.1189  1.2496  0.058
H  3.1815  0.7707  1.1444  0.115
O  2.5279  1.7253  -0.5964  -0.086
H  2.0532  -0.8489  4.4932  0.099
H  -1.3277  -4.1850  -0.5180  0.067
C  -0.0468  -4.0264  -4.2213  -0.044
H  -3.1586  -2.9824  -3.7481  0.081
H  -1.1572  -2.6496  -2.3864  0.033
C  4.7943  -1.9144  -0.1813  -0.059
H  0.8727  -3.6970  0.5013  0.080
C  4.7155  1.8794  0.2786  -0.041
H  -2.4683  -4.4586  -4.0212  0.057
H  2.9587  2.6540  2.5220  0.116
H  -3.0713  2.9821  -2.8302  0.100
H  -0.8598  -6.6411  1.8525  0.081
H  -2.6816  -4.8569  1.3331  0.077
H  -4.3470  -5.6366  -0.7066  0.089
C  -1.2225  6.1551  -1.0084  -0.033
H  -2.1352  5.8452  -1.5780  0.091
C  -5.0584  1.8995  -0.1348  -0.058
H  3.1791  3.7444  1.1073  0.064
C  0.7150  -5.5331  0.8698  -0.505
C  1.2402  5.3393  -0.6089  -0.036
H  1.9197  2.3595  6.8536  0.072
H  -0.0890  4.6306  -2.0639  0.132
H  -5.3895  -4.2553  -0.5901  0.080
C  -2.1758  4.5155  3.1153  -0.504
H  1.0074  -0.1220  -2.7764  0.119
H  0.9701  -3.6513  -4.3164  0.058
H  -0.5058  -6.2747  -0.7170  0.083
H  4.3486  1.1758  5.5678  0.103
H  0.9106  0.1412  1.3731  0.102

Summary:
Gap between HOMO and LUMO in eV: 9.81
SMILES: CC(C)O.CC(C)O.CC(C)O.CC(C)O.CC(C)O.CC(C)O.CC(C)O.CC(C)O.CC(C)O.CC(C)O.CC(C)O
E_HOMO in eV: -9.4

---

Winner for stability: B

---

## A
Density functional theory data (wB97M-V/def2-TZVPD) for a single C4H5ClN2O molecule.

Last column: natural (NBO) charge in e.
Atoms and positions in Å:
C  -0.8133  1.2588  1.1420  0.187
N  0.3657  1.5563  1.5815  -0.170
O  1.3582  1.0569  0.7122  -0.393
N  -1.0671  0.4566  0.0494  -0.605
H  2.0334  -0.5631  -0.1972  0.221
H  1.0323  -0.8095  1.2595  0.189
H  -1.9623  0.0501  -0.0685  0.402
H  -1.5746  1.7185  1.7510  0.210
Cl  1.0400  -1.8574  -2.3646  -0.007
C  1.1925  -0.2965  0.3430  -0.121
C  -0.2858  -1.0245  -1.6347  -0.270
H  -1.2498  -1.1402  -2.0904  0.219
C  -0.0692  -0.4058  -0.4831  0.140

Summary:
Gap between HOMO and LUMO in eV: 9.31
SMILES: Cl/C=C1\CON=CN1
E_HOMO in eV: -8.7

---

## B
Density functional theory data (wB97M-V/def2-TZVPD) for 2 unconnected molecules or ions with the total composition C4H5ClN2O.

Last column: natural (NBO) charge in e.
Atoms and positions in Å:
C  -0.9443  0.1226  0.0100  -0.256
C  -0.8042  -1.0507  -0.8437  -0.237
Cl  1.2145  1.7611  -0.5660  0.049
H  -0.9303  2.2108  0.3751  0.226
H  -1.8580  0.1700  0.5092  0.216
C  -0.2971  1.3139  -0.0060  -0.254
H  0.3375  -2.5087  -2.0280  0.202
H  -1.6445  -1.6951  -1.0014  0.207
N  0.7392  1.6055  2.7415  -0.094
N  1.1582  0.7729  2.1420  0.434
O  1.4797  -0.0962  1.4518  -0.335
C  0.3386  -1.5894  -1.3976  -0.350
H  1.2107  -1.0168  -1.3869  0.190

Summary:
Gap between HOMO and LUMO in eV: 9.20
SMILES: C=C/C=C\Cl.N#[N+][O-]
E_HOMO in eV: -8.8

---

## C
Density functional theory data (wB97M-V/def2-TZVPD) for 2 unconnected molecules or ions with the total composition C4H5ClN2O.

Last column: natural (NBO) charge in e.
Atoms and positions in Å:
Cl  2.5562  1.5427  -0.4970  0.227
H  0.2933  -2.2285  -0.7061  0.200
H  -0.4718  1.8402  -0.2167  0.435
N  -0.6243  0.7736  -0.4453  -0.506
C  0.8020  -0.1651  1.3840  -0.054
H  1.1670  -1.0242  1.9852  0.239
N  -0.7002  -0.9026  -1.9069  -0.438
H  -1.3387  1.0497  -2.3482  0.188
C  -0.0556  -1.2925  -0.7819  0.017
C  0.1252  -0.2688  0.1335  -0.023
O  2.5598  0.5977  0.7654  -0.707
H  0.5157  0.6610  1.9255  0.202
C  -0.9408  0.4020  -1.7187  0.221

Summary:
Gap between HOMO and LUMO in eV: 8.05
E_HOMO in eV: -8.7

---

Winner for stability: A

---

## A
Density functional theory data (wB97M-V/def2-TZVPD) for a molecular structure, CH3O2PS.

Last column: natural (NBO) charge in e.
Atoms and positions in Å:
S  0.6514  -0.7484  0.6217  0.428
H  -1.7478  -0.1138  0.5379  0.010
O  2.9431  0.1947  -0.5288  -0.604
P  -0.8523  0.4629  -0.3431  0.168
O  1.2856  -1.6441  -0.5131  -0.859
H  2.1315  -1.0706  -0.7374  0.477
H  -0.2731  1.5786  0.1475  -0.007
C  2.4483  0.6250  0.4541  0.386

Summary:
Gap between HOMO and LUMO in eV: 9.44
E_HOMO in eV: -9.1

---

## B
Density functional theory data (wB97M-V/def2-TZVPD) for 2 unconnected molecules or ions with the total composition CH3O2PS.

Last column: natural (NBO) charge in e.
Atoms and positions in Å:
H  -0.9934  -1.4077  0.8077  -0.029
C  3.6188  0.7823  0.6489  0.498
S  -0.4154  0.9625  -0.2144  0.213
H  1.4903  0.7548  -1.1085  0.475
H  -2.1826  -0.6421  -0.5906  -0.006
O  1.2422  1.2821  -0.3848  -0.825
O  3.8301  1.4106  1.5576  -0.501
P  -0.8848  -1.0214  -0.5433  0.176

Summary:
Gap between HOMO and LUMO in eV: 9.63
E_HOMO in eV: -8.9

---

Winner for stability: B